C40H40BrCoN4S4 | wB97M-V/def2-TZVPD

Results
LUMO energy (alpha / beta) = 1.41 / 1.44 eV
expectation value of S² = 0.79
charge = -1
E_tot = -7316.850522 a.u.
2S+1 = 2
F_max = 0.5 eV/A
gap between HOMO and LUMO (alpha / beta) = 0.184 / 0.184 hartree
HOMO (alpha / beta) = -3.588 / -3.575 eV

Geometry (Å):
C 1.384 -3.131 -2.483
H -3.145 0.374 -3.342
C -3.149 2.456 -3.888
C 3.240 0.608 1.189
H 4.168 -2.486 -2.005
H -0.444 3.851 1.641
H -1.532 3.771 -1.014
N -1.386 2.360 0.555
H 4.567 -0.507 -0.773
S -1.400 -0.693 -1.964
Co 1.173 -1.721 1.004
H -4.554 1.266 -2.770
S 1.655 -0.565 3.153
H 1.963 -3.281 -3.407
C 2.044 0.496 -0.880
C -1.849 0.685 -1.186
N -2.796 1.519 -1.665
C 3.997 -6.596 -0.039
C 2.791 -4.214 -0.840
H -0.083 2.200 2.174
C -1.819 2.676 -4.246
N 2.227 -2.958 -1.301
C -3.799 4.350 -5.237
C -0.228 -2.950 1.488
C 3.024 -4.423 0.532
C -2.475 4.566 -5.586
C -2.565 1.857 3.424
C 3.755 -1.148 -0.404
C -0.907 -3.678 0.503
C -0.687 -3.127 2.803
H 1.362 -0.119 -1.461
Br -3.875 -5.790 2.517
H -4.576 5.000 -5.620
H 5.430 3.217 1.268
H 3.042 1.543 4.420
C -1.980 -4.523 0.790
H -3.888 3.281 -1.475
H -4.041 1.104 4.775
H -2.092 -4.067 4.146
H -2.213 5.388 -6.240
H 2.917 -1.314 -2.371
H -4.840 3.353 5.447
C -3.477 1.325 -2.940
H -2.482 -5.074 0.003
H 4.494 1.559 -0.272
H -1.050 2.014 -3.857
H -0.188 -2.605 3.615
H -3.786 5.371 4.474
H 2.790 0.944 -1.549
C -4.040 3.253 4.724
H 4.148 -1.780 0.389
C -0.875 2.866 1.832
C -1.759 -3.956 3.120
H 0.769 -2.245 -2.614
C -2.421 4.249 3.253
H -0.606 -3.582 -0.537
C -1.265 1.066 0.172
C -2.150 3.323 -0.230
H 0.733 -3.992 -2.344
H 3.818 -5.811 1.949
H 4.012 -7.120 -2.135
H -1.954 5.135 2.834
C 4.706 2.495 1.625
H -5.169 3.130 -4.113
C -3.451 4.384 4.179
C -3.312 2.609 -0.842
S -0.565 -0.025 1.205
C 3.640 -5.639 0.893
C 3.154 -5.187 -1.773
C -3.593 1.991 4.345
C -2.396 -4.646 2.101
H 2.966 -5.017 -2.827
C 4.290 2.488 2.955
C 3.368 1.553 3.387
C -1.970 2.992 2.866
C 2.809 0.579 2.526
C 3.747 -6.379 -1.390
N 2.679 -0.307 0.187
S 2.625 -3.272 1.784
C 4.172 1.555 0.763
C -1.484 3.724 -5.090
H 4.460 -7.521 0.287
H -2.207 0.874 3.141
H 1.469 1.294 -0.418
H -0.448 3.884 -5.364
H 4.686 3.216 3.654
C -4.132 3.298 -4.386
H -3.964 2.222 -0.053
C 3.289 -1.979 -1.590
H -2.499 4.115 0.432

Cartesian forces, eV/Å:
0.056 0.019 0.088
0.021 -0.083 -0.032
0.057 -0.017 0.049
0.027 0.010 -0.089
0.041 -0.026 -0.027
0.013 0.031 -0.037
0.062 0.024 0.008
-0.167 0.278 -0.159
-0.015 0.027 -0.012
0.297 -0.032 -0.004
0.098 0.050 0.225
-0.031 0.030 0.055
0.165 0.206 0.026
-0.011 -0.018 -0.018
-0.029 -0.027 0.131
0.084 0.053 0.086
-0.357 0.222 0.137
-0.028 0.066 0.024
0.018 0.101 -0.053
0.005 -0.035 0.008
0.031 0.020 -0.017
0.043 -0.156 -0.060
0.019 -0.061 0.036
-0.147 -0.080 0.088
0.002 -0.050 0.009
0.005 -0.047 0.046
0.025 -0.011 -0.014
-0.055 0.068 0.011
-0.034 0.003 0.022
-0.036 -0.041 -0.071
-0.053 -0.050 -0.044
0.012 0.013 -0.002
0.009 -0.007 0.010
-0.014 -0.010 0.014
0.010 0.005 -0.010
0.080 0.054 -0.042
0.021 -0.008 -0.060
0.013 0.026 -0.011
0.018 0.002 -0.033
0.001 -0.012 -0.007
0.003 0.018 -0.020
-0.001 -0.003 0.002
0.072 0.024 -0.001
0.025 0.031 0.028
-0.029 -0.001 0.011
-0.045 0.048 -0.020
-0.013 -0.024 -0.028
0.005 -0.018 -0.006
-0.002 0.008 -0.006
0.056 -0.013 -0.053
-0.002 -0.011 0.014
0.045 -0.070 0.016
0.075 0.050 -0.057
-0.051 0.096 -0.013
-0.027 0.013 0.032
-0.009 -0.006 0.050
-0.014 -0.099 0.075
0.183 -0.064 0.114
-0.026 0.028 0.007
-0.010 -0.012 -0.040
-0.011 0.008 0.026
-0.013 -0.031 0.015
0.000 0.015 0.038
0.037 0.017 -0.002
0.013 -0.056 -0.010
0.000 -0.116 -0.132
-0.340 0.039 -0.415
-0.071 0.070 -0.062
-0.021 -0.006 0.061
-0.003 0.064 -0.002
0.049 0.035 0.023
0.025 0.014 0.047
-0.088 -0.081 0.014
0.017 -0.026 -0.129
-0.025 -0.009 0.002
-0.064 -0.075 0.119
0.011 0.011 0.054
0.033 -0.139 -0.091
0.316 -0.268 -0.163
0.014 -0.042 0.039
-0.060 -0.023 0.016
-0.007 0.019 0.017
-0.014 0.080 0.025
-0.004 0.023 0.011
-0.018 0.001 0.009
-0.004 -0.025 0.006
-0.032 0.025 -0.070
-0.070 -0.049 -0.008
-0.160 -0.001 0.130
-0.001 -0.012 0.058